C28H44Cl16NO | wB97M-V/def2-TZVPD

Geometry as XYZ:
```
90
Properties=species:S:1:pos:R:3:forces:R:3
C 0.715 0.108 -5.214 0.1 0.1 -0.2
C 0.816 0.897 -4.076 0.0 0.2 0.1
C 0.655 2.275 -4.171 -0.2 0.2 -0.1
C 0.372 2.858 -5.405 0.3 -0.4 0.5
O 0.151 4.230 -5.487 -0.3 -0.1 -0.5
C -1.090 4.652 -4.932 0.4 0.1 0.4
C -2.184 3.643 -5.160 -0.2 0.1 0.0
C -2.822 3.483 -6.376 -0.2 -0.2 0.1
C -3.785 2.487 -6.508 0.1 -0.1 -0.1
C -4.105 1.658 -5.433 0.1 0.1 0.1
C -3.465 1.863 -4.234 0.2 0.2 0.0
N -2.539 2.839 -4.138 -0.1 0.0 -0.2
C 0.300 2.077 -6.548 -0.1 0.1 -0.2
C 0.480 0.698 -6.457 0.0 0.0 0.4
H 0.841 -0.964 -5.125 0.0 0.2 -0.2
H 1.015 0.445 -3.109 0.0 0.0 -0.1
H 0.728 2.919 -3.297 0.1 -0.1 0.0
H -0.953 4.842 -3.858 -0.2 -0.1 0.0
H -1.358 5.601 -5.399 0.1 -0.1 0.0
H -2.559 4.131 -7.205 0.0 -0.1 0.1
H -4.278 2.339 -7.464 0.0 0.1 0.1
H -4.831 0.860 -5.503 0.0 0.1 -0.1
H -3.653 1.279 -3.341 0.1 0.1 0.0
H -2.050 2.967 -3.255 -0.1 -0.1 0.1
H 0.094 2.572 -7.493 0.1 -0.1 0.0
H 0.427 0.069 -7.340 0.0 0.2 0.0
Cl 0.227 -3.117 -4.136 -0.2 -0.2 0.1
C 1.029 -4.691 -4.403 0.0 0.0 -0.1
C 2.365 -4.509 -5.075 0.1 0.0 0.0
Cl 2.186 -3.926 -6.755 0.0 0.0 0.0
H 0.361 -5.311 -4.995 0.0 0.1 0.0
H 1.160 -5.149 -3.427 0.1 0.1 0.0
H 2.889 -5.459 -5.117 0.0 0.0 0.0
H 2.982 -3.794 -4.537 0.0 0.0 0.0
Cl -0.781 -1.356 -1.215 -0.1 0.1 0.0
C 0.183 -2.420 -0.153 0.0 -0.1 0.0
C 1.574 -1.880 0.050 0.0 0.0 0.1
Cl 2.557 -1.943 -1.440 0.0 0.0 0.0
H 0.197 -3.413 -0.599 0.0 0.1 -0.1
H -0.323 -2.466 0.811 0.0 0.1 -0.4
H 2.089 -2.480 0.797 0.0 0.0 0.0
H 1.551 -0.846 0.390 0.0 0.0 0.0
Cl 0.214 -2.465 3.109 0.1 -0.2 0.4
C 1.292 -1.897 4.416 0.1 0.0 0.1
C 0.840 -0.549 4.903 0.0 0.1 -0.1
Cl 1.039 0.669 3.610 0.0 0.0 0.2
H 2.300 -1.859 4.011 0.0 0.0 0.0
H 1.266 -2.625 5.225 -0.1 0.0 0.0
H 1.432 -0.230 5.759 0.0 0.0 -0.1
H -0.203 -0.555 5.189 0.0 0.0 0.0
Cl -2.699 1.688 0.149 0.0 0.0 -0.1
C -1.662 2.854 1.030 0.0 0.0 0.0
C -2.287 4.220 1.098 0.0 0.0 0.3
Cl -2.345 5.057 -0.483 -0.1 -0.1 -0.1
H -0.693 2.874 0.545 0.0 0.0 0.0
H -1.539 2.458 2.037 0.0 0.0 0.0
H -1.700 4.854 1.760 0.1 0.0 -0.1
H -3.305 4.166 1.477 0.0 0.0 -0.1
Cl 0.861 5.219 -0.003 0.1 0.2 -0.1
C 2.607 4.881 0.158 0.1 0.0 0.1
C 2.861 3.400 0.055 0.0 0.0 -0.1
Cl 2.134 2.501 1.413 0.2 0.1 -0.1
H 2.937 5.293 1.109 0.0 -0.1 0.0
H 3.129 5.397 -0.646 -0.1 0.0 0.0
H 3.929 3.191 0.048 0.0 0.0 0.1
H 2.423 3.002 -0.858 0.0 0.0 0.0
Cl 2.638 -7.355 -3.003 0.0 -0.1 0.0
C 4.338 -7.776 -2.654 0.1 -0.1 0.0
C 5.004 -6.739 -1.788 0.0 0.0 0.1
Cl 5.226 -5.194 -2.649 0.0 0.0 0.0
H 4.852 -7.891 -3.605 0.0 0.0 0.0
H 4.329 -8.737 -2.143 0.0 0.0 0.0
H 5.993 -7.089 -1.497 0.0 0.0 0.0
H 4.424 -6.540 -0.891 0.0 0.0 0.0
Cl -0.787 -1.494 7.623 0.0 -0.1 0.1
C 0.304 -0.789 8.850 0.1 0.0 0.1
C -0.148 0.586 9.262 0.0 0.0 0.1
Cl 0.040 1.762 7.932 0.0 0.0 0.0
H 1.308 -0.767 8.431 0.0 0.0 0.0
H 0.299 -1.461 9.707 -0.1 0.0 0.0
H 0.458 0.941 10.093 0.0 0.0 0.0
H -1.191 0.574 9.563 0.0 0.1 -0.1
Cl -4.127 1.349 8.431 0.0 0.0 0.0
C -4.774 -0.213 8.997 -0.1 -0.1 0.0
C -4.720 -0.335 10.498 -0.1 0.0 0.0
Cl -3.038 -0.432 11.080 0.0 -0.1 0.2
H -4.198 -1.001 8.518 0.0 0.0 0.0
H -5.807 -0.278 8.661 0.0 0.0 0.0
H -5.224 -1.247 10.812 0.1 0.0 0.0
H -5.191 0.512 10.989 0.1 0.0 0.0
```
Positions in Å, forces in eV/Å.

Computed properties:
* gap between HOMO and LUMO: 0.28733 Eh
* total energy: -8586.20433 Eh
* net charge: +1
* LUMO level: -0.1361 Eh
* largest force on an atom: 0.014 Eh/bohr


C23H31F6N4O2PdSSbSi | wB97M-V/def2-TZVPD

Geometry as XYZ:
```
70
Properties=species:S:1:pos:R:3:forces:R:3
Pd 0.087 0.823 0.795 0.2 0.5 0.0
O 6.790 -1.370 -0.247 0.0 0.1 0.0
C 6.374 -0.022 -0.069 0.0 -0.1 -0.1
C 4.963 0.016 0.440 0.0 -0.2 0.0
C 4.465 1.175 1.011 0.0 0.1 0.1
C 3.141 1.198 1.398 0.0 0.1 0.1
N 2.321 0.154 1.287 0.0 0.0 0.0
C 2.804 -0.974 0.775 0.0 -0.1 0.0
C 4.116 -1.070 0.323 0.1 -0.2 -0.1
C 1.848 -2.127 0.679 0.1 0.0 -0.1
C 2.251 -3.404 0.321 0.2 0.0 -0.1
C 1.307 -4.421 0.226 0.0 0.0 0.0
C 1.698 -5.791 -0.259 0.0 0.1 -0.1
O 1.908 -5.816 -1.670 0.0 0.0 0.1
C -0.008 -4.122 0.528 0.0 0.0 0.1
C -0.322 -2.823 0.907 0.0 0.0 0.2
N 0.576 -1.850 0.953 -0.2 0.0 0.2
H 7.665 -1.367 -0.643 0.0 0.0 0.0
H 6.413 0.522 -1.017 0.0 0.0 -0.1
H 7.025 0.499 0.638 0.0 0.0 0.1
H 5.089 2.052 1.140 -0.1 0.0 0.0
H 2.700 2.100 1.804 0.0 0.0 0.0
H 4.484 -1.982 -0.124 0.0 0.0 0.0
H 3.290 -3.622 0.107 0.0 0.0 0.0
H 0.930 -6.515 0.028 0.0 0.0 0.0
H 2.644 -6.099 0.184 0.0 0.0 0.0
H 1.136 -5.424 -2.094 0.0 0.0 0.0
H -0.790 -4.871 0.458 0.1 0.1 0.0
H -1.339 -2.556 1.176 0.2 -0.1 0.0
F -1.772 -0.865 -0.405 -0.3 0.0 -0.1
Sb -3.115 -1.942 -1.180 -0.1 -0.1 -0.2
F -1.725 -3.193 -1.545 -0.2 -0.1 -0.1
F -2.686 -1.183 -2.893 0.0 0.1 0.0
F -4.400 -3.053 -1.989 0.0 0.0 -0.1
F -4.380 -0.582 -0.911 -0.1 0.0 0.0
F -3.460 -2.749 0.493 0.0 0.0 0.1
C -1.766 -0.072 3.152 -0.1 -0.1 -0.1
Si -1.807 1.730 2.581 -0.3 0.5 -0.1
C -3.435 2.394 3.300 0.0 0.0 0.2
C -0.381 2.641 3.438 -0.1 0.1 0.3
C -1.661 2.021 0.770 0.2 -0.6 0.5
H -2.057 -0.150 4.206 0.0 0.0 -0.1
H -0.771 -0.509 3.031 0.0 -0.1 0.0
H -2.475 -0.666 2.561 0.1 0.0 0.1
H -3.531 2.189 4.376 0.0 0.1 -0.1
H -4.274 1.906 2.789 0.1 0.1 0.0
H -3.528 3.476 3.147 0.0 -0.1 0.0
H -0.566 2.777 4.514 0.0 0.0 -0.1
H -0.228 3.630 2.990 0.0 -0.1 0.0
H 0.546 2.072 3.323 0.0 0.0 0.0
H -1.425 3.049 0.499 0.0 0.0 0.0
H -2.445 1.605 0.137 0.0 0.0 0.0
N 0.393 -0.372 -2.142 0.0 0.1 -0.1
C 0.043 0.937 -1.960 0.2 0.1 -0.3
S 1.113 2.005 -1.184 0.0 -0.2 -0.4
N -1.113 1.247 -2.577 -0.2 0.2 0.1
C -1.880 2.430 -2.664 0.1 0.0 0.1
C -1.507 3.680 -2.177 0.1 0.0 -0.1
C -2.381 4.752 -2.299 0.0 0.0 0.0
C -3.618 4.608 -2.909 0.0 0.0 0.0
C -3.975 3.366 -3.418 0.0 0.1 0.0
C -3.115 2.289 -3.299 -0.1 -0.1 0.0
H 1.095 -0.689 -1.499 0.2 0.0 0.1
H -0.355 -1.040 -2.281 0.0 0.1 0.0
H -1.643 0.437 -2.879 0.0 0.0 0.0
H -0.550 3.802 -1.698 0.0 0.0 0.0
H -2.086 5.714 -1.895 0.0 0.0 0.0
H -4.298 5.447 -2.987 0.0 0.0 0.0
H -4.937 3.230 -3.897 0.0 0.0 0.0
H -3.410 1.315 -3.678 0.0 0.0 0.1
```
Positions in Å, forces in eV/Å.

Computed properties:
* energy above the lowest of the compared OMol25 structures with the same formula, charge and spin: 28.8 kcal/mol
* gap between HOMO and LUMO (spin up / spin down): 0.18509 / 0.24194 Eh
* total energy: -2919.81530 Eh
* multiplicity: 2
* net charge: -1
* LUMO level (spin up / spin down): 0.0732 / 0.0731 Eh
* largest force on an atom: 0.016 Eh/bohr


C5H7NO | wB97M-V/def2-TZVPD

Geometry as XYZ:
```
14
Properties=species:S:1:pos:R:3:forces:R:3
C -1.940 0.432 0.203 -0.4 0.2 0.1
C -0.682 -0.855 0.209 0.0 -0.1 0.0
C -0.219 0.428 -0.014 0.1 -0.2 -0.1
C 2.655 -0.176 0.525 0.0 -0.3 -0.1
O 2.477 -1.336 0.244 0.1 0.5 0.1
C 0.163 0.769 -1.353 0.3 0.3 -0.8
N 0.569 1.140 -2.378 -0.4 -0.4 0.9
H -2.152 0.784 1.208 0.1 -0.1 -0.2
H -2.662 -0.346 -0.097 0.1 0.0 0.0
H -2.073 1.210 -0.551 0.1 -0.1 0.1
H -0.843 -1.194 1.232 0.0 0.1 -0.1
H -0.770 -1.637 -0.553 0.0 0.2 0.1
H 2.904 0.585 -0.239 0.0 -0.1 0.0
H 2.574 0.196 1.565 0.0 -0.1 -0.1
```
Positions in Å, forces in eV/Å.

Computed properties:
* energy above the lowest of the compared OMol25 structures with the same formula, charge and spin: 122.0 kcal/mol
* gap between HOMO and LUMO: 0.33753 Eh
* total energy: -324.53008 Eh
* net charge: 0
* LUMO level: 0.0119 Eh
* largest force on an atom: 0.021 Eh/bohr


C15H19NO4 | wB97M-V/def2-TZVPD

Geometry as XYZ:
```
39
Properties=species:S:1:pos:R:3:forces:R:3
C 4.198 5.167 2.162 0.0 0.1 0.1
O 4.362 4.088 1.277 0.0 -0.3 -0.2
C 3.394 3.122 1.245 -0.1 0.0 0.0
C 2.241 3.120 2.014 0.4 0.3 0.0
C 1.320 2.086 1.903 -0.3 -0.4 -0.1
C 1.541 1.037 1.025 0.1 0.1 0.0
O 0.703 -0.024 0.834 0.2 0.0 -0.1
C -0.451 -0.119 1.632 -0.4 -0.3 0.2
C -1.139 -1.463 1.361 0.0 0.4 -0.2
O -0.415 -2.485 1.996 0.3 -0.1 0.1
C -1.263 -1.742 -0.140 0.0 0.1 0.3
N -1.761 -3.098 -0.311 -0.1 -0.1 0.2
C -1.716 -3.578 -1.686 0.0 0.1 -0.1
C -2.575 -2.794 -2.630 -0.6 -0.5 0.3
C -3.930 -2.759 -2.799 0.6 -0.1 0.1
C -4.182 -1.777 -3.788 0.4 0.3 -0.2
C -2.965 -1.287 -4.143 -0.8 0.2 -0.2
O -1.989 -1.892 -3.447 0.5 0.0 0.1
C 2.703 1.043 0.249 -0.1 0.0 0.1
C 3.613 2.067 0.357 0.0 0.1 0.1
H 4.153 4.831 3.203 0.0 0.0 0.0
H 3.298 5.747 1.929 0.0 0.0 0.0
H 5.076 5.797 2.025 -0.1 0.0 0.1
H 2.033 3.917 2.711 0.0 0.1 0.0
H 0.433 2.123 2.517 -0.1 0.0 0.0
H -1.147 0.700 1.401 0.1 0.0 0.0
H -0.190 -0.085 2.697 0.0 0.1 -0.1
H -2.150 -1.411 1.805 0.1 0.1 -0.1
H -0.521 -3.279 1.453 -0.1 0.0 0.0
H -0.268 -1.690 -0.586 -0.1 0.0 0.0
H -1.897 -0.973 -0.607 0.1 0.0 0.0
H -2.715 -3.157 0.037 0.1 0.0 -0.1
H -2.036 -4.623 -1.677 0.1 0.1 -0.1
H -0.679 -3.524 -2.026 -0.1 -0.1 0.0
H -4.656 -3.361 -2.290 -0.1 -0.2 0.1
H -5.136 -1.484 -4.177 -0.2 0.1 -0.1
H -2.671 -0.538 -4.851 0.1 0.1 -0.1
H 2.869 0.224 -0.433 0.0 -0.1 -0.1
H 4.512 2.075 -0.238 0.1 0.0 -0.1
```
Positions in Å, forces in eV/Å.

Computed properties:
* energy above the lowest of the compared OMol25 structures with the same formula, charge and spin: 74.4 kcal/mol
* gap between HOMO and LUMO: 0.31845 Eh
* total energy: -938.64223 Eh
* SMILES string: COc1ccc(OC[C@H](O)CNCc2ccco2)cc1
* net charge: 0
* LUMO level: 0.0298 Eh
* largest force on an atom: 0.017 Eh/bohr


C18H25NO5S | wB97M-V/def2-TZVPD

Geometry as XYZ:
```
50
Properties=species:S:1:pos:R:3:forces:R:3
C 4.449 -1.943 -1.472 3.5 -0.9 -1.0
C 5.730 -1.552 -0.685 0.4 -5.3 -4.9
H 6.621 -1.249 -1.320 -0.8 -1.1 0.4
H 5.854 -2.347 0.031 1.1 -0.4 0.2
O 5.292 -0.552 -0.067 -3.8 7.1 9.6
C 5.447 0.719 -0.412 -5.4 -2.1 9.3
O 5.934 0.869 -1.363 8.1 4.0 -15.3
C 5.021 1.963 0.334 5.6 -12.6 11.8
O 4.036 1.571 1.315 3.1 1.3 2.2
C 2.965 0.948 0.967 -1.9 2.5 -5.8
C 2.443 1.174 -0.332 -2.6 -3.3 -1.4
C 1.195 0.466 -0.780 2.8 -1.2 8.2
C 0.550 -0.391 0.194 1.4 4.8 3.2
C 0.952 -0.097 1.668 -6.4 -6.5 -4.0
C 2.113 0.403 1.839 3.3 0.7 9.3
H 2.400 0.421 3.113 -0.2 0.2 -3.9
H 0.342 -0.812 2.429 1.6 2.4 -1.4
S -1.025 -1.103 -0.031 1.3 9.5 -9.5
O -1.178 -0.695 -1.563 -0.5 -2.4 5.2
O -0.930 -2.362 0.452 -0.8 -6.7 2.5
N -2.128 -0.240 0.784 -0.3 2.1 1.3
H -2.620 0.609 0.493 1.3 -0.1 -1.4
C -3.102 -0.948 1.551 -2.8 1.9 -1.1
H -3.604 -0.440 2.489 1.4 -0.9 -2.1
H -2.578 -1.760 1.658 2.2 -4.9 2.9
C -4.089 -1.496 0.487 -4.5 -1.8 5.9
C -4.899 -0.520 -0.069 -2.1 10.0 -5.9
C -4.479 0.424 -1.218 2.9 -11.5 6.4
C -5.265 1.431 -1.663 2.6 5.0 -5.0
C -6.520 1.679 -1.077 -2.8 5.7 -2.7
C -6.447 1.699 0.317 -3.7 -4.6 3.0
C -6.115 0.130 0.609 0.4 -0.9 4.8
H -5.824 0.127 1.822 -0.9 -0.2 -2.7
H -6.959 -0.633 0.525 0.5 1.4 0.1
H -5.725 2.206 0.744 4.1 2.7 1.8
H -7.365 2.061 0.872 0.6 -0.9 -0.7
H -6.890 2.716 -1.597 0.5 -2.2 1.4
H -7.268 1.000 -1.258 -1.7 -1.9 -1.4
H -4.558 2.384 -1.601 -1.4 -1.1 0.2
H -5.398 1.465 -2.760 0.2 -0.6 0.1
H -3.580 -0.193 -1.570 -0.9 2.3 -0.9
H -5.006 -2.117 1.246 2.8 1.0 -2.2
H -3.767 -2.112 -0.269 1.7 -1.8 -1.1
H 0.903 0.192 -1.671 -1.2 0.0 -5.2
H 2.994 1.475 -1.207 0.5 0.7 0.3
H 6.064 2.218 1.022 -3.1 -0.4 -1.9
H 4.774 2.668 -0.121 -3.8 10.7 -7.8
H 4.342 -1.323 -2.266 -0.2 2.8 -2.3
H 3.531 -1.979 -1.056 -2.5 0.2 2.7
H 4.494 -2.811 -2.013 0.7 -2.9 -1.0
```
Positions in Å, forces in eV/Å.

Computed properties:
* energy above the lowest of the compared OMol25 structures with the same formula, charge and spin: 379.8 kcal/mol
* gap between HOMO and LUMO: 0.29849 Eh
* total energy: -1529.44271 Eh
* net charge: 0
* LUMO level: 0.0098 Eh
* largest force on an atom: 0.354 Eh/bohr


C29H20ClF3N2O4PRbS6 | wB97M-V/def2-TZVPD

Geometry as XYZ:
```
67
Properties=species:S:1:pos:R:3:forces:R:3
Rb -1.697 0.217 -0.552 -0.1 0.0 0.0
Cl -0.009 -0.622 2.949 0.0 0.0 0.0
C 1.300 0.527 2.897 0.0 0.0 0.0
C 1.510 1.335 3.998 0.0 0.0 0.0
C 2.511 2.293 3.952 0.0 0.0 0.0
C 3.289 2.427 2.814 0.0 0.0 0.0
C 3.069 1.601 1.722 0.0 0.0 0.0
C 2.069 0.633 1.740 0.0 0.0 0.0
P 1.611 -0.397 0.291 0.0 0.1 0.0
C 2.395 -1.990 0.744 0.0 0.0 0.0
C 3.599 -2.098 1.439 0.0 0.0 0.0
C 4.125 -3.344 1.743 0.0 0.0 0.0
C 3.450 -4.497 1.359 0.0 0.0 0.0
C 2.243 -4.399 0.682 0.0 0.0 0.0
C 1.714 -3.151 0.383 0.0 0.0 0.0
C 2.728 0.294 -0.982 0.0 0.0 0.0
C 3.921 -0.279 -1.414 0.0 0.0 0.0
C 4.679 0.345 -2.397 0.0 0.0 0.0
C 4.257 1.548 -2.947 0.0 0.0 0.0
C 3.065 2.122 -2.527 0.0 0.0 0.0
C 2.298 1.492 -1.558 0.0 0.0 0.0
H 0.869 1.233 4.863 0.0 0.0 0.0
H 2.660 2.951 4.799 0.0 0.0 0.0
H 4.051 3.193 2.759 0.0 0.0 0.0
H 3.659 1.737 0.825 0.0 0.0 0.0
H 4.121 -1.200 1.750 0.0 0.0 0.0
H 5.061 -3.417 2.286 0.0 0.0 0.0
H 3.861 -5.470 1.600 0.0 0.0 0.0
H 1.699 -5.292 0.398 0.0 0.0 0.0
H 0.749 -3.072 -0.101 0.0 0.0 0.0
H 4.259 -1.215 -0.989 0.0 0.0 0.0
H 5.605 -0.110 -2.730 0.0 0.0 0.0
H 4.855 2.037 -3.707 0.0 0.0 0.0
H 2.716 3.056 -2.949 0.0 0.0 0.0
H 1.365 1.950 -1.241 0.0 0.0 0.0
O 2.606 6.565 -1.640 0.2 -0.2 0.0
C 1.783 5.691 -1.436 -0.3 0.3 0.1
S 1.460 4.966 0.130 0.1 -0.1 0.0
C 0.120 3.896 -0.329 0.0 0.0 0.0
C -0.245 3.935 -1.632 0.0 0.0 0.0
S -1.453 3.021 -2.508 0.0 0.0 0.0
S 0.669 5.073 -2.647 0.0 -0.1 0.0
S -0.479 2.925 0.993 0.0 0.0 0.0
N -3.663 3.125 -0.024 0.0 0.0 0.0
C -4.383 1.984 -0.039 0.1 0.0 0.0
N -4.426 1.104 0.918 0.0 0.0 0.0
C -5.239 0.039 0.567 0.0 0.0 0.0
C -5.454 -1.092 1.350 0.0 0.0 0.0
C -6.251 -2.112 0.861 0.0 0.0 0.0
C -6.845 -2.019 -0.397 0.0 0.0 0.0
C -6.639 -0.902 -1.190 0.0 0.0 0.0
C -5.837 0.116 -0.699 0.0 0.0 0.0
S -5.342 1.594 -1.474 0.0 0.0 0.0
H -2.907 3.136 0.669 0.0 0.0 0.0
H -3.271 3.398 -0.932 0.0 0.0 0.0
H -4.966 -1.167 2.313 0.0 0.0 0.0
H -6.392 -3.008 1.451 0.0 0.0 0.0
H -7.442 -2.840 -0.773 0.0 0.0 0.0
H -7.069 -0.840 -2.182 0.0 0.0 0.0
F -0.789 -2.437 -2.641 0.0 0.0 0.0
C -1.460 -3.551 -2.295 0.0 0.0 0.0
F -2.083 -4.004 -3.393 0.0 0.0 0.0
F -0.543 -4.475 -1.950 0.0 0.0 0.0
S -2.637 -3.199 -0.918 0.0 0.0 -0.1
O -3.448 -2.140 -1.488 0.0 0.0 0.0
O -3.289 -4.467 -0.702 0.0 0.0 0.0
O -1.741 -2.754 0.137 0.0 0.0 0.0
```
Positions in Å, forces in eV/Å.

Computed properties:
* energy above the lowest of the compared OMol25 structures with the same formula, charge and spin: 0.5 kcal/mol
* gap between HOMO and LUMO: 0.18434 Eh
* total energy: -5042.19964 Eh
* net charge: -2
* LUMO level: 0.1418 Eh
* largest force on an atom: 0.009 Eh/bohr